Entry from the OMol25 dataset: a gas-phase ion, H2S (charge +1) (ωB97M-V with the def2-TZVPD basis set).

Structure (ORCA input):
```
! wB97M-V def2-TZVPD RIJCOSX def2/J DEFGRID3
* xyz 1 2
S -0.563 -0.181 -0.180
H 0.619 -0.042 -0.831
H -0.056 0.223 1.011
*
```

## Properties
E_LUMO (alpha / beta)	-5.34 / -10.97	eV
HOMO (alpha / beta)	-20.121 / -21.317	eV
total energy	-398.9909	hartree